Below is a molecular structure, C32H88N6O23P2S8V at a distorted geometry, with properties calculated with wB97M-V/def2-TZVPD.

```
160
Properties=species:S:1:pos:R:3:mulliken_spin:R:1
S -24.491 -20.354 -8.904 0.000
C -24.820 -25.150 -0.006 0.003
H -24.812 -14.128 0.508 0.000
H -18.858 -25.906 -7.268 0.000
H -21.255 -27.380 -10.388 0.000
O -21.426 -20.194 -3.226 0.002
C -26.076 -19.492 -8.670 0.000
H -17.478 -20.844 -8.871 0.000
O -19.864 -25.822 -3.951 0.000
H -15.811 -18.643 -8.029 0.000
H -17.326 -16.360 -5.592 0.000
H -20.617 -17.308 -9.386 0.000
S -23.512 -16.238 -6.484 0.000
O -20.440 -23.132 0.397 0.000
H -25.058 -15.507 -4.799 0.000
H -22.139 -15.914 -1.700 0.000
H -15.864 -18.368 -6.357 0.000
O -28.589 -20.965 -2.457 0.000
H -16.966 -20.887 1.204 0.000
H -19.887 -22.950 -5.878 0.000
S -24.577 -15.759 -1.348 0.000
H -14.244 -20.503 -3.560 0.000
C -18.197 -18.687 -4.083 0.000
H -22.089 -23.565 -2.010 0.000
H -20.166 -22.342 -9.721 0.000
H -20.242 -18.805 -1.450 0.000
H -17.368 -19.388 -4.185 0.000
O -22.833 -19.148 1.318 0.006
H -20.595 -20.073 -0.267 0.004
H -20.282 -27.210 -1.354 0.000
H -19.580 -20.455 -1.536 0.001
S -15.941 -22.243 -4.087 0.000
O -25.255 -19.779 -0.179 -0.211
H -26.445 -22.893 2.489 0.000
H -19.891 -23.577 1.046 0.000
H -27.313 -24.450 -0.354 0.000
P -18.833 -19.146 -6.707 0.000
C -23.180 -23.612 -9.743 0.000
H -17.252 -21.135 -0.451 0.000
O -19.944 -20.089 -6.346 0.000
H -25.753 -18.810 -2.996 0.001
C -20.431 -26.869 -10.887 0.000
H -21.635 -21.641 -9.887 0.000
C -23.515 -19.761 -7.414 0.000
O -15.681 -23.073 -2.867 0.000
H -23.009 -17.225 -2.376 0.000
P -21.047 -25.026 -8.791 0.000
H -26.654 -20.010 -7.905 0.000
H -15.493 -19.869 -4.550 0.000
C -18.902 -24.976 -10.525 0.000
H -21.126 -18.807 -8.797 0.000
S -27.051 -20.782 -2.569 0.000
H -24.014 -19.812 -6.446 0.000
H -17.374 -18.231 -9.339 0.000
O -24.967 -22.359 -0.421 0.009
H -15.215 -19.910 -6.923 0.000
H -19.273 -24.495 -11.431 0.000
H -25.988 -18.426 -8.457 0.000
O -23.392 -19.662 -3.839 0.006
N -21.742 -23.735 -9.642 0.000
O -23.790 -19.553 -10.082 0.000
H -22.654 -17.174 -0.627 0.001
N -18.506 -18.073 -5.338 0.000
C -24.067 -14.779 0.050 0.000
H -23.225 -14.114 -0.140 0.000
C -15.993 -19.165 -7.090 0.000
C -25.110 -21.944 3.175 0.000
O -23.792 -14.875 -7.083 0.000
O -25.105 -21.318 2.087 0.005
H -18.496 -21.602 0.748 0.000
H -23.295 -18.714 -7.621 0.000
H -18.613 -24.528 -6.172 0.000
C -24.848 -16.442 -5.319 0.000
H -23.721 -24.553 -9.840 0.000
C -22.968 -16.590 -1.492 -0.001
H -19.877 -25.605 -0.940 0.000
O -21.874 -19.713 3.116 0.005
H -18.103 -23.019 -4.189 0.000
C -21.124 -22.552 -10.197 0.000
O -21.535 -17.675 2.298 0.000
O -25.503 -16.891 -0.907 0.000
C -18.083 -17.533 -8.895 0.000
C -15.322 -20.547 -3.714 0.000
H -25.196 -24.949 0.997 0.000
H -24.598 -17.129 -4.511 0.000
H -21.205 -16.181 -5.861 0.000
H -18.629 -24.199 -9.811 0.000
C -26.503 -21.520 -4.131 0.000
H -17.588 -16.878 -8.178 0.000
H -19.780 -27.688 -11.195 0.000
C -20.594 -23.238 -6.656 0.000
O -24.149 -21.992 3.951 0.002
H -18.068 -21.847 -2.910 0.000
C -22.126 -16.106 -5.283 0.000
H -27.134 -18.828 -4.141 0.000
C -22.679 -20.047 -2.953 0.011
H -18.700 -15.986 -4.580 0.000
S -21.136 -25.619 -3.065 0.000
H -21.084 -17.668 3.145 0.000
H -20.280 -23.564 -2.578 0.000
S -18.392 -19.108 0.229 0.000
H -18.071 -21.301 -4.727 0.000
H -21.003 -17.482 -7.690 0.000
C -21.382 -22.572 1.205 0.003
C -22.067 -18.880 2.246 0.000
C -18.389 -16.556 -5.455 0.000
C -26.925 -24.152 -1.328 0.000
H -22.184 -16.995 -4.656 0.000
H -20.890 -26.444 -11.779 0.000
H -19.008 -19.337 -3.756 0.000
H -22.282 -15.198 -4.700 0.000
H -18.321 -21.600 -7.510 0.000
H -23.752 -25.360 0.038 0.000
H -26.680 -19.479 -9.577 0.000
H -17.978 -24.436 -7.852 0.000
C -21.334 -23.759 -2.773 0.001
H -25.331 -26.027 -0.404 0.000
H -15.955 -20.186 -2.903 0.000
H -17.989 -17.964 -3.294 0.000
H -27.087 -24.922 -2.082 0.000
C -17.409 -21.083 -7.810 0.000
C -17.766 -20.843 0.465 0.000
H -27.292 -18.378 -2.416 0.000
O -23.219 -20.374 -1.858 -0.007
H -18.548 -16.894 -9.646 0.000
H -23.469 -22.981 -10.584 0.000
H -21.565 -26.084 -0.696 0.000
H -23.756 -15.408 0.884 0.000
C -19.809 -19.621 -0.872 -0.003
N -19.126 -18.270 -8.096 0.000
S -25.106 -23.723 -1.141 0.003
O -21.958 -25.981 -8.238 0.000
O -22.475 -22.103 0.756 -0.003
H -26.888 -21.085 -5.054 0.000
C -20.492 -17.963 -8.524 0.000
H -21.658 -23.257 -3.685 0.000
H -21.568 -20.009 -4.158 0.000
H -16.592 -21.779 -7.622 0.000
C -20.695 -26.201 -1.343 0.000
N -17.297 -19.823 -7.044 0.000
N -20.060 -24.223 -7.629 0.000
H -26.693 -22.593 -4.144 0.000
H -23.538 -23.239 -8.784 0.000
O -21.174 -22.659 2.439 0.000
H -21.589 -23.463 -6.270 0.000
N -19.974 -25.766 -9.949 0.000
H -18.156 -25.671 -10.909 0.000
C -26.808 -19.051 -3.125 -0.001
H -27.484 -23.267 -1.633 0.000
H -21.076 -22.605 -11.285 0.000
H -25.435 -21.303 -4.159 0.000
C -17.778 -22.006 -3.949 0.000
O -26.069 -22.828 3.370 -0.001
H -22.597 -20.331 -7.271 0.000
O -17.383 -18.317 -0.633 0.000
V -23.985 -20.636 0.136 1.167
C -18.770 -24.821 -7.210 0.000
H -18.835 -16.175 -6.374 0.000
H -20.813 -22.351 -7.250 0.000
H -25.791 -16.749 -5.772 0.000
```

net charge = -2
<S²> = 0.775
E = -221590.63174 eV
2S+1 = 2

---

Below is a molecular structure, C32H91N5O16 at a distorted geometry, with properties calculated with wB97M-V/def2-TZVPD.

```
144
Properties=species:S:1:pos:R:3:lowdin_charge:R:1
H -17.871 24.580 13.704 0.081
C -8.026 28.448 12.451 -0.158
H -12.473 29.174 17.326 0.098
H -10.681 31.027 18.494 0.132
H -7.329 27.722 12.031 0.099
H -16.374 27.417 14.494 0.071
H -12.026 26.827 17.007 0.019
O -14.287 26.687 15.753 -0.130
H -10.978 26.810 15.103 -0.033
H -12.247 32.670 16.066 0.110
C -18.009 24.560 14.785 -0.185
H -11.998 24.431 18.424 0.093
C -3.778 26.481 18.667 -0.189
C -15.574 24.895 14.638 -0.211
H -6.967 23.597 12.599 0.087
C -15.379 29.176 13.812 -0.151
H -13.570 30.885 14.520 0.048
C -11.959 30.058 16.949 -0.190
H -12.313 30.521 11.762 0.130
C -7.212 29.782 12.309 -0.185
H -11.325 31.669 15.014 0.050
H -4.251 27.088 17.895 0.093
H -7.138 29.952 11.235 0.106
H -8.603 25.736 12.418 0.119
H -20.134 24.373 15.350 0.109
H -10.285 25.319 14.858 0.054
H -11.711 27.672 14.418 -0.261
H -6.602 23.220 14.280 0.086
H -13.403 28.111 16.955 0.134
N -8.182 27.992 13.910 0.008
H -16.177 29.714 13.301 0.128
H -15.489 25.209 13.597 0.045
H -11.992 31.890 12.778 0.111
H -6.855 27.436 18.727 0.121
H -16.423 31.740 20.266 0.075
H -10.230 24.752 18.072 0.091
H -5.203 26.946 20.123 0.097
C -14.050 31.083 19.213 -0.137
H -14.635 30.473 18.524 0.124
H -17.210 25.983 11.267 0.107
H -10.092 26.671 17.136 0.016
O -11.242 27.701 15.342 -0.082
O -12.830 30.638 15.995 -0.134
H -10.608 29.261 16.335 -0.074
H -13.352 28.802 13.378 0.048
O -10.651 28.931 18.642 0.019
C -11.732 31.004 18.208 -0.104
C -7.356 23.641 13.616 -0.072
H -3.235 25.655 18.208 0.123
C -16.241 32.815 20.275 -0.045
C -3.447 29.652 18.640 -0.101
C -15.670 27.710 13.715 -0.187
H -15.848 25.354 12.323 0.078
C -13.665 30.722 13.446 -0.230
O -9.810 29.351 16.856 -0.078
H -17.105 33.479 20.266 0.092
H -9.172 28.006 17.529 0.101
H -12.026 28.392 13.124 0.017
H -15.519 23.813 14.514 0.133
H -9.542 32.216 12.577 0.089
H -5.576 24.853 18.056 0.111
H -11.752 29.948 15.298 0.053
N -14.114 29.399 13.089 -0.033
O -8.208 26.082 17.993 -0.131
H -4.097 30.527 18.653 0.081
H -8.911 28.366 11.820 0.113
C -14.323 25.331 15.371 -0.173
C -12.240 30.828 12.805 -0.091
O -7.823 24.900 14.122 -0.177
H -14.352 24.703 16.261 0.133
O -11.132 25.511 15.261 0.081
H -15.191 29.511 14.833 0.119
H -6.414 26.745 17.206 0.121
H -3.810 29.321 17.667 0.080
H -12.238 27.040 16.269 -0.058
H -8.390 28.834 14.428 0.088
C -9.209 26.989 14.168 -0.176
H -13.494 25.218 14.672 0.110
H -11.868 32.079 18.085 0.101
H -10.032 24.520 20.217 0.073
H -10.119 29.415 17.760 -0.160
H -2.409 29.983 18.650 0.087
H -11.774 25.119 14.669 0.097
C -10.861 30.127 14.696 -0.142
H -8.812 31.469 11.180 0.088
H -10.428 28.295 19.322 0.164
C -14.122 32.652 19.035 -0.231
C -19.171 27.526 14.798 -0.100
O -16.254 27.384 12.400 -0.153
H -18.169 27.708 14.409 0.057
H -6.598 24.794 19.473 0.107
H -12.940 32.187 14.612 0.095
H -19.931 28.204 14.410 0.098
H -9.012 26.695 15.199 0.056
O -11.160 29.878 13.324 -0.192
O -7.800 30.967 12.898 -0.183
H -17.882 23.491 14.955 0.108
C -8.846 25.577 13.468 -0.191
H -11.393 26.084 18.348 0.058
C -13.280 27.094 16.584 -0.127
O -3.582 28.718 19.735 -0.191
H -10.240 27.342 14.164 0.086
H -2.485 26.958 20.314 0.119
H -6.188 29.573 12.619 0.118
H -10.388 27.270 17.159 -0.063
C -11.337 27.636 16.765 -0.281
H -11.609 28.580 17.237 0.035
H -8.687 27.020 16.211 0.086
C -9.027 31.317 12.238 -0.103
H -12.150 30.853 20.245 0.120
H -17.402 25.870 12.992 0.047
H -19.069 27.718 15.867 0.094
H -13.161 26.524 17.506 0.133
C -19.383 25.161 15.292 -0.159
O -12.136 27.551 13.569 -0.016
O -10.888 24.901 20.011 -0.110
O -15.432 33.063 19.081 -0.213
N -12.626 30.661 19.375 -0.058
H -1.991 27.703 18.911 0.108
H -17.161 26.241 15.103 0.034
H -10.094 29.482 15.124 0.096
H -9.741 24.959 13.399 0.109
H -13.633 33.080 18.160 0.110
H -15.555 33.054 21.088 0.085
C -9.047 26.962 17.239 -0.082
H -8.223 22.995 13.758 0.083
H -11.059 29.681 16.462 -0.051
H -10.427 31.125 14.761 0.118
N -4.918 26.155 19.564 -0.074
H -13.608 33.154 19.855 0.118
C -16.668 26.063 12.209 -0.125
N -16.827 25.314 15.323 -0.021
H -14.593 30.737 20.093 0.101
C -11.127 25.059 18.610 -0.119
H -14.828 27.046 13.907 0.094
C -6.898 26.509 18.154 -0.233
H -9.728 30.484 12.308 0.056
O -19.821 26.299 14.492 -0.176
H -19.339 25.320 16.370 0.113
C -2.910 27.466 19.447 -0.217
C -5.998 25.462 18.856 -0.182
H -14.327 31.480 13.028 0.136
C -12.328 31.794 15.423 -0.161
H -11.556 29.179 18.833 0.071
```

net charge = 0
E = -74817.21576 eV

---

Below is a molecular structure, C32H92AsF6N8O10 at a distorted geometry, with properties calculated with wB97M-V/def2-TZVPD.

```
149
Properties=species:S:1:pos:R:3:lowdin_charge:R:1
H -11.230 -17.792 23.618 0.046
F -10.037 -22.422 22.812 -0.293
H -3.633 -24.105 25.657 0.131
C -5.543 -24.538 21.049 -0.104
H -11.404 -19.198 25.432 0.124
H -0.321 -26.535 23.322 0.087
H -5.243 -25.878 26.447 0.067
H -11.022 -22.926 20.202 0.082
H -9.957 -18.574 24.112 0.019
C -13.749 -23.129 24.068 -0.374
H -11.061 -24.259 19.170 0.084
H -5.207 -26.700 24.859 0.078
H -6.693 -25.489 19.017 0.117
F -9.974 -20.209 21.560 -0.270
C -1.074 -25.785 23.083 -0.158
H -1.777 -26.176 22.347 0.073
H -0.636 -24.955 22.529 0.082
H -12.657 -22.827 25.925 0.125
H -6.273 -24.802 21.814 0.073
H -15.128 -24.484 20.473 0.127
H -12.368 -14.855 20.377 0.136
H -15.043 -18.547 24.251 0.070
O -14.563 -23.643 26.282 -0.192
N -7.645 -22.260 18.341 0.032
O -1.789 -25.467 24.244 -0.183
H -11.176 -25.530 26.698 0.076
C -15.281 -19.129 20.995 -0.179
C -15.226 -24.473 19.387 -0.450
H -6.801 -21.729 18.501 0.042
O -14.750 -20.008 20.030 -0.234
H -4.802 -24.030 21.665 0.063
H -6.531 -24.526 28.923 0.093
H -5.967 -21.808 20.460 -0.009
H -7.373 -23.044 28.548 0.087
H -14.248 -14.360 24.731 0.082
H -15.377 -21.652 21.716 0.066
H -7.491 -25.465 24.619 0.038
H -13.975 -15.986 21.852 0.110
H -14.086 -22.952 28.207 0.083
H -8.291 -24.019 17.594 0.120
C -14.227 -18.623 24.970 -0.063
H -12.910 -20.629 19.263 0.078
O -13.518 -14.076 22.663 -0.167
As -8.773 -21.113 22.567 0.977
H -8.732 -26.252 24.055 0.077
O -6.056 -17.850 21.617 -0.056
N -8.359 -25.885 24.919 0.050
H -11.069 -14.200 22.117 0.061
C -16.098 -25.584 18.929 -0.073
C -16.494 -19.895 21.652 -0.439
H -5.317 -23.288 23.933 0.071
H -17.768 -21.205 20.756 0.061
H -12.719 -19.673 20.686 0.075
H -9.276 -23.348 26.955 0.123
H -15.553 -18.185 20.523 0.123
H -5.884 -24.385 16.473 0.059
H -9.808 -24.481 24.777 0.112
H -9.802 -26.459 27.074 0.081
H -13.315 -18.964 19.056 0.086
H -12.758 -17.638 26.741 0.105
H -16.956 -19.275 22.421 0.121
F -7.656 -21.879 23.649 -0.230
H -5.194 -25.552 20.854 0.084
H -6.220 -23.651 27.399 0.074
O -6.030 -23.735 19.969 -0.194
H -15.674 -20.977 23.396 0.062
H -13.428 -25.566 19.487 0.120
H -13.544 -24.622 18.017 0.119
H -15.590 -23.094 18.000 0.079
N -5.383 -24.191 24.381 0.042
H -14.096 -21.757 25.798 0.105
C -13.680 -22.736 25.560 -0.139
H -17.112 -25.284 18.662 0.076
H -6.663 -18.585 21.706 -0.030
H -14.797 -23.294 23.822 0.129
C -13.152 -15.405 22.269 -0.197
H -14.780 -18.474 25.897 0.085
F -8.198 -22.104 21.151 -0.270
C -6.990 -24.464 19.238 -0.203
N -13.095 -22.079 23.260 0.052
N -10.498 -17.746 24.313 0.058
N -15.716 -23.179 18.998 0.056
C -11.856 -16.940 20.649 -0.057
H -13.089 -24.835 22.787 0.066
H -11.098 -17.030 19.872 0.088
O -5.906 -20.861 20.336 -0.062
C -7.346 -23.630 17.974 -0.380
C -16.056 -21.126 22.387 -0.084
N -10.777 -15.089 21.737 0.039
H -14.498 -18.973 21.738 0.109
H -6.545 -20.498 20.950 -0.033
H -10.662 -26.778 25.558 0.082
C -6.211 -23.437 16.901 -0.061
C -11.637 -23.796 19.972 -0.121
H -15.701 -26.104 18.057 0.074
H -12.089 -22.107 23.348 0.037
C -9.362 -25.102 25.554 -0.454
H -12.833 -16.000 23.125 0.097
H -15.617 -22.507 27.639 0.081
C -14.497 -14.128 23.695 -0.117
C -12.881 -24.354 23.743 -0.060
C -8.613 -24.069 26.477 -0.145
H -3.019 -24.008 23.243 0.123
H -5.313 -22.902 17.208 0.072
C -13.672 -24.577 19.099 -0.175
H -16.937 -21.723 22.623 0.080
C -12.372 -17.273 25.789 -0.209
H -5.225 -18.253 21.367 0.022
C -3.134 -24.947 23.784 -0.146
F -9.298 -20.068 23.937 -0.265
C -4.643 -26.086 25.561 -0.053
H -12.128 -16.257 26.102 0.128
H -11.734 -24.466 20.826 0.078
H -12.947 -25.070 24.562 0.068
C -10.106 -18.019 26.729 -0.051
H -7.942 -23.430 25.904 0.095
O -13.347 -17.478 24.787 -0.214
H -7.950 -22.243 19.303 0.023
H -3.621 -25.779 23.275 0.111
H -15.294 -24.193 28.060 0.088
H -6.480 -22.797 16.061 0.066
H -14.986 -13.164 23.835 0.075
H -11.816 -24.126 23.693 0.049
C -10.309 -25.994 26.228 -0.074
H -13.306 -22.158 22.275 0.055
H -16.769 -20.373 19.832 0.052
C -14.888 -23.313 27.562 -0.174
H -9.437 -18.879 26.684 0.065
F -7.566 -19.911 22.089 -0.265
H -11.696 -17.765 21.344 0.056
C -4.142 -24.761 24.951 -0.396
H -13.804 -19.623 24.867 0.061
H -15.298 -14.740 23.281 0.084
H -12.830 -17.120 20.195 0.046
N -17.400 -20.275 20.615 0.046
H -7.896 -24.593 19.831 0.115
H -10.540 -15.529 22.615 0.061
H -16.378 -26.402 19.593 0.073
H -15.068 -22.497 19.367 0.044
C -13.329 -19.771 19.789 -0.057
C -11.131 -18.148 25.536 -0.428
O -12.919 -23.436 19.570 -0.196
H -6.093 -24.052 25.085 0.029
H -10.588 -17.905 27.700 0.058
O -7.925 -24.773 27.535 -0.178
H -3.810 -26.735 25.833 0.073
C -6.987 -23.964 28.108 -0.166
C -12.023 -15.494 21.190 -0.425
H -9.466 -17.142 26.826 0.069
```

net charge = -1
E = -144214.08677 eV